Entry 1:
{"formula": "C6H14NO", "method": "ωB97M-V with the def2-TZVPD basis set", "symbols": ["C", "C", "C", "C", "C", "C", "N", "H", "H", "H", "H", "H", "H", "H", "H", "H", "H", "H", "H", "H", "H", "O"], "positions_angstrom": [[1.80310, -0.05734, -0.36507], [0.57895, 0.09920, -1.21191], [-0.55439, 0.76349, -0.46851], [-1.82100, 0.62101, -0.96637], [-0.98543, 1.95400, 1.77692], [-0.24243, 1.75801, 0.64362], [1.43095, -1.29515, 0.61509], [1.94558, 0.86910, 0.26143], [2.67382, -0.36531, -0.97560], [0.34614, -0.84253, -1.49840], [0.82513, 0.82781, -1.98978], [-2.10610, -0.10749, -1.75761], [-2.66207, 1.21895, -0.78108], [-1.87814, 1.48968, 2.16391], [-0.75970, 2.55264, 2.70664], [0.66203, 2.30537, 0.44849], [1.25765, -2.07109, -0.04743], [0.57701, -1.03872, 1.16528], [2.22150, -1.47729, 1.18858], [-1.19792, -3.05308, 0.16134], [-1.43081, -1.77093, -0.73186], [-0.68384, -2.38034, -0.33767]], "forces_ev_per_a": [[-0.1475, -0.3528, 1.3647], [0.9763, 3.5051, 1.5769], [-2.8663, 0.8047, 0.0060], [1.8686, -1.1547, -0.4212], [1.2440, 0.2965, 0.6854], [-1.7274, -0.8024, 0.7747], [0.2722, 2.1918, -1.7231], [0.4607, -1.4390, -0.5147], [-0.3177, 0.1755, 0.7540], [-1.0813, -2.4508, -1.9359], [0.0954, -0.5983, -0.4527], [0.8231, 0.3789, 0.3163], [-0.7544, 0.9350, 1.0685], [-0.4802, -1.0186, -1.3046], [0.8628, 0.2152, -1.7820], [0.2055, 0.4923, 0.4169], [-0.3922, 0.2392, 0.9266], [0.8385, -0.5753, -0.6787], [0.6871, -0.3254, 0.8833], [0.4510, 0.4209, -0.5256], [2.0817, -1.6498, 1.1467], [-3.0999, 0.7120, -0.5815]], "e_homo_ha": -0.4681, "charge": 1, "lumo_energy_ev": -3.135, "largest_force_ev_per_a": 4.0, "spin_multiplicity": 1, "gap_ev": 9.602}



Entry 2:
{"formula": "C40H111N9O11", "method": "ωB97M-V with the def2-TZVPD basis set", "symbols": ["C", "C", "C", "O", "C", "N", "H", "H", "H", "H", "H", "H", "H", "H", "H", "H", "H", "C", "C", "C", "O", "C", "N", "H", "H", "H", "H", "H", "H", "H", "H", "H", "H", "H", "C", "C", "C", "O", "C", "N", "H", "H", "H", "H", "H", "H", "H", "H", "H", "H", "H", "C", "C", "C", "O", "C", "N", "H", "H", "H", "H", "H", "H", "H", "H", "H", "H", "H", "C", "C", "C", "O", "C", "N", "H", "H", "H", "H", "H", "H", "H", "H", "H", "H", "H", "C", "C", "C", "O", "C", "N", "H", "H", "H", "H", "H", "H", "H", "H", "H", "H", "H", "C", "C", "C", "O", "C", "N", "H", "H", "H", "H", "H", "H", "H", "H", "H", "H", "H", "C", "C", "C", "O", "C", "N", "H", "H", "H", "H", "H", "H", "H", "H", "H", "H", "H", "C", "C", "C", "O", "C", "N", "H", "H", "H", "H", "H", "H", "H", "H", "H", "H", "H", "C", "C", "O", "H", "H", "H", "H", "H", "H", "C", "C", "O", "H", "H", "H", "H", "H", "H"], "positions_angstrom": [[9.06721, 17.43756, 11.91144], [10.07858, 16.30900, 12.13794], [9.71974, 15.39142, 13.34290], [9.86532, 16.11026, 14.49932], [9.38184, 15.57618, 15.71646], [10.18570, 15.63022, 10.85360], [9.19792, 18.03418, 11.00864], [8.95014, 18.11164, 12.75998], [8.14260, 16.87636, 11.77636], [11.04354, 16.71174, 12.44580], [10.37860, 14.52642, 13.41900], [8.71024, 15.00992, 13.18972], [9.99227, 14.72130, 16.00738], [8.31372, 15.37736, 15.62884], [9.52880, 16.30585, 16.51278], [9.27185, 15.25478, 10.64380], [10.90764, 14.92440, 10.88102], [11.21646, 18.57659, 19.74790], [12.21354, 17.56820, 20.30082], [11.91388, 16.08372, 19.95897], [11.03608, 15.55256, 20.91314], [10.84692, 14.14992, 20.85232], [13.54012, 17.93132, 19.83494], [10.17733, 18.48784, 20.06483], [11.12064, 18.50296, 18.66462], [11.47850, 19.59664, 20.02884], [12.29070, 17.59512, 21.38776], [12.82164, 15.48342, 19.89822], [11.52216, 16.08902, 18.94180], [10.61198, 13.78130, 19.85381], [9.99304, 13.96254, 21.50338], [11.72888, 13.68758, 21.29558], [14.23474, 17.58948, 20.48359], [13.70910, 17.34806, 19.02786], [19.36062, 14.15290, 17.85206], [18.80616, 15.51812, 17.76602], [19.58766, 16.36748, 16.65976], [20.97116, 16.56308, 17.10625], [21.27704, 17.35966, 18.21222], [17.42488, 15.39032, 17.46182], [19.09888, 13.55380, 16.97990], [18.99468, 13.62858, 18.73484], [20.43176, 14.19150, 18.05020], [18.93048, 16.05976, 18.70370], [19.04713, 17.30062, 16.50102], [19.50838, 15.91750, 15.67016], [22.35518, 17.50904, 18.15388], [21.05004, 16.76747, 19.09870], [20.74984, 18.31312, 18.24506], [16.96827, 14.73334, 18.07828], [17.32012, 14.82854, 16.62903], [13.25314, 13.78716, 12.44424], [13.21010, 13.86658, 10.93682], [14.61994, 13.60874, 10.28428], [14.60310, 13.82050, 8.89369], [15.88388, 13.58344, 8.24798], [12.08964, 13.11564, 10.34693], [13.83018, 14.62096, 12.84406], [13.65168, 12.85614, 12.84730], [12.33540, 13.92840, 13.01516], [13.09630, 14.89214, 10.58558], [14.88420, 12.58748, 10.55866], [15.34298, 14.26878, 10.76350], [16.61007, 14.30244, 8.62717], [15.81880, 13.71404, 7.16780], [16.32734, 12.61106, 8.46231], [12.40268, 13.04462, 9.38930], [12.11848, 12.16516, 10.68732], [17.99304, 16.37539, 10.15952], [16.59357, 16.98790, 9.92350], [16.19696, 18.23542, 10.73776], [16.27442, 18.04665, 12.16554], [15.85928, 19.13408, 12.95996], [16.38954, 17.09294, 8.51669], [18.13056, 16.18761, 11.22438], [18.73110, 17.13690, 9.90760], [18.22831, 15.46460, 9.60889], [15.94144, 16.17336, 10.23872], [15.13480, 18.43896, 10.60194], [16.79099, 19.12024, 10.50906], [16.09980, 20.10180, 12.51976], [16.30898, 19.11291, 13.95264], [14.77346, 19.15874, 13.05202], [15.47692, 17.51366, 8.41562], [17.08614, 17.75036, 8.19632], [11.82236, 12.78128, 15.52654], [12.06332, 12.60050, 17.00606], [12.03208, 11.13268, 17.56792], [10.70202, 10.58832, 17.41484], [10.58534, 9.24596, 17.82960], [13.33428, 13.23778, 17.25864], [12.51416, 12.16962, 14.94742], [11.80990, 13.78166, 15.09388], [10.80966, 12.41646, 15.35488], [11.29032, 13.16942, 17.52268], [12.23780, 11.27346, 18.62903], [12.78926, 10.52846, 17.06823], [10.88196, 9.15739, 18.87470], [11.19608, 8.60554, 17.19324], [9.51882, 9.02498, 17.78708], [13.49408, 14.09704, 16.75246], [13.90772, 12.57878, 16.75171], [17.45838, 18.97368, 18.37048], [16.19232, 18.84770, 17.52352], [15.90946, 20.25594, 16.98192], [16.84132, 20.61065, 15.94920], [16.44094, 21.66182, 15.07390], [16.31900, 17.78592, 16.48762], [17.89672, 18.04508, 18.73608], [17.39057, 19.67574, 19.20152], [18.26056, 19.34789, 17.73440], [15.37160, 18.52820, 18.16572], [15.90934, 20.96568, 17.80918], [14.87544, 20.37320, 16.65765], [16.22602, 22.61852, 15.54996], [15.58382, 21.47282, 14.42760], [17.25050, 21.84954, 14.36858], [16.94818, 18.03242, 15.73698], [16.76544, 16.96949, 16.88038], [13.09584, 24.76342, 12.51068], [11.81648, 24.36972, 13.22658], [11.61094, 22.86110, 13.40642], [12.65892, 22.25748, 14.19372], [12.54276, 20.86757, 14.15558], [11.72274, 25.14714, 14.41344], [13.96080, 24.67202, 13.16764], [13.00150, 25.81660, 12.24608], [13.33726, 24.12618, 11.65996], [11.02738, 24.74200, 12.57326], [11.47826, 22.38488, 12.43498], [10.64986, 22.71896, 13.90064], [11.55626, 20.52888, 14.47212], [13.27016, 20.33772, 14.77058], [12.68174, 20.48268, 13.14532], [10.95840, 24.89266, 15.02264], [12.53040, 24.85730, 14.94614], [17.43532, 11.29738, 15.55376], [16.23876, 12.22574, 15.85712], [15.97022, 13.24384, 14.78424], [17.07738, 14.19696, 14.76020], [17.03489, 15.29870, 13.84380], [15.13870, 11.24712, 16.13848], [18.37300, 11.84868, 15.48348], [17.40066, 10.78730, 14.59110], [17.61986, 10.58284, 16.35592], [16.40798, 12.75030, 16.79750], [15.09290, 13.81076, 15.09572], [15.81022, 12.78586, 13.80816], [16.32234, 16.08274, 14.10004], [16.88268, 14.97268, 12.81490], [18.01208, 15.78140, 13.85814], [15.39908, 10.72056, 16.96008], [15.24160, 10.51816, 15.44704], [8.48096, 19.10552, 17.76852], [8.19984, 19.05794, 16.23646], [9.31184, 18.85542, 15.39774], [8.76151, 18.10118, 18.08586], [7.61782, 19.42290, 18.35362], [9.31478, 19.78528, 17.94392], [7.56714, 19.90914, 15.98496], [7.45172, 18.29404, 16.02462], [9.37220, 17.91128, 15.23476], [13.00276, 17.07410, 15.01566], [13.03982, 17.13990, 16.59286], [13.98688, 16.25778, 17.15737], [13.98962, 17.30526, 14.61472], [12.23478, 17.76048, 14.65900], [12.70792, 16.07614, 14.69120], [12.02438, 16.88675, 16.89761], [13.29602, 18.17340, 16.82596], [14.85406, 16.63348, 16.98860]], "forces_ev_per_a": [[-0.4432, -0.5172, 0.7361], [0.4360, 0.4636, 0.1091], [-0.2159, -0.4084, -1.4087], [0.0160, 1.9527, 1.5750], [0.3056, -0.1482, -0.2855], [0.3296, 0.4063, 0.7701], [0.5108, -0.2550, 0.0417], [0.0084, -0.1026, 0.0878], [-0.5587, 0.3274, -0.0137], [0.3181, 0.2042, -0.3929], [0.1537, -0.2765, -0.5158], [-0.4798, -0.0895, 0.1753], [-0.3982, -0.4271, -0.0125], [-0.0493, -0.4234, 0.1446], [0.0080, 0.2700, -0.1486], [0.1332, -0.4778, -0.3114], [-0.3783, -0.5326, -0.2698], [-0.6893, 0.0501, 0.0867], [0.0584, -0.6600, 0.7078], [0.0300, 0.7598, -0.0328], [-0.6129, 0.1890, -0.2320], [-0.1082, 0.6978, 0.6520], [0.5925, -0.0070, -0.5440], [0.0240, -0.5655, 0.4803], [0.5183, 0.0755, -0.1519], [0.3769, -0.0487, -0.1729], [-0.5471, 0.2456, 0.1605], [0.3711, 0.0436, 0.2321], [-0.5263, -0.3695, -0.2865], [0.2124, -0.0178, -0.1517], [0.0194, -0.2044, -0.0461], [0.0904, -0.4782, -0.3078], [0.0777, 0.0481, 0.3396], [0.2514, 0.0941, -0.6014], [1.5104, -0.9839, 1.1127], [1.2329, 0.7128, -1.1209], [-0.2415, 0.0953, 2.2609], [-1.2984, -0.7552, -2.4644], [-0.3190, -0.5522, 0.2006], [-1.7814, 0.0027, -0.3541], [0.2948, 0.0827, -0.1392], [-0.4496, -0.0546, 0.0639], [0.2690, -0.2107, -0.5392], [-0.0192, 0.0077, 0.0991], [0.2514, 0.5037, 0.4549], [0.8465, -0.5826, 0.1631], [-0.0847, 0.1994, 0.1352], [0.0546, 0.3385, 0.5176], [-0.0703, 0.1150, -0.0871], [-0.0620, 0.2876, 1.0123], [0.2548, 0.3252, -0.9873], [0.2968, 0.5373, 0.7345], [0.5681, 0.7285, -0.9552], [-0.6504, -0.6630, 0.9541], [0.4169, -0.5037, -0.6135], [-0.1611, 0.5033, 0.8461], [1.1294, 0.1084, -0.0168], [0.5815, -0.0937, -0.0674], [0.2614, -0.1486, -0.2776], [-0.5426, -0.1313, -0.8285], [-0.6478, 0.4351, 0.4501], [0.3855, -0.4679, -0.2844], [0.1413, 0.1816, 0.1582], [-0.0495, 0.2763, -0.0670], [-0.4659, 0.0440, 0.2104], [-0.4775, -0.4000, 0.1019], [-0.5623, -0.1457, -0.6787], [-0.0765, -0.3107, 0.2447], [0.0398, 1.4101, 0.8184], [0.4538, -2.1351, 1.4966], [-0.2042, -0.0059, 1.3963], [1.0113, -0.9079, -0.1390], [-0.3990, 0.4103, -0.5036], [-0.1314, 0.7294, -0.2822], [0.0092, -0.0829, 0.0282], [0.3339, -0.0235, -0.1678], [-0.4483, 0.1502, -0.1433], [-0.5146, 0.1585, 0.3174], [-0.1565, 0.1958, -0.8805], [0.1273, 0.1221, -0.4489], [0.4124, 0.1073, -0.2603], [0.0234, -0.3469, -0.1471], [-0.2653, -0.2265, 0.1725], [-0.2001, 0.1513, -0.6916], [-0.0303, 0.2821, -0.6211], [-1.6545, -1.5908, -0.6205], [-0.5412, 1.2266, -0.4232], [-1.0842, 1.4574, -0.4683], [0.9107, 0.7799, -0.3087], [-0.1089, 0.7669, 0.2069], [1.2185, -1.1146, 1.1386], [0.0755, -0.0501, -0.0666], [0.4270, 0.2963, 0.7078], [-0.1897, -0.3180, -0.5716], [-0.3019, -0.1588, 0.2983], [0.3120, -0.3967, 0.1859], [-0.0068, -0.2100, 0.0264], [0.2409, -0.2308, 0.1666], [-0.1121, -0.3319, 0.0223], [0.1442, -0.3120, -0.2587], [-0.6785, 0.5176, 0.2081], [0.9450, -0.0235, 0.2467], [1.0364, -0.0359, -0.1811], [0.9612, -0.1873, -0.0908], [-0.7437, -0.0237, -0.4756], [-0.5610, 0.0885, 0.0331], [0.2526, 0.2213, -0.2295], [-0.5631, 1.1924, -0.1679], [-0.5759, -0.2918, 0.1898], [-0.3175, -0.0432, 0.0563], [0.0284, 0.3190, -0.2148], [-0.1830, 0.3692, 0.0250], [0.6514, 0.1419, 0.2451], [-0.1778, -0.4136, -0.7191], [0.0726, -0.0502, 0.5625], [-0.4091, -0.6100, 0.3057], [0.2990, -0.1752, 0.2426], [-0.0464, 0.6347, -0.1874], [0.0143, -0.4205, 0.6361], [0.4657, -0.1277, 0.2933], [-0.3401, -0.5503, -1.2462], [0.1950, 0.3305, 0.4102], [-0.3547, 0.8247, -0.5920], [-0.3480, -0.9396, -0.1989], [0.7023, 0.3185, 1.3929], [0.0266, 0.0107, 0.2353], [0.1869, -0.1150, -0.2750], [-0.3193, 0.1676, -0.2189], [-0.4184, -0.4530, -0.1969], [0.4815, -0.2306, -0.2500], [-0.1684, -0.1281, 0.3663], [-0.2493, 0.0118, 0.1831], [0.2105, 0.5313, 0.2588], [0.0452, 0.0173, -0.3697], [-0.4800, -0.1100, -0.2423], [0.3565, 0.3471, 0.4937], [1.3963, 1.2678, 0.0446], [1.1127, -2.4040, 0.6217], [0.0494, 1.5090, 0.0738], [-0.1373, -0.7939, -0.0717], [0.0266, -0.3357, 0.0596], [-0.1926, 0.5007, -0.8456], [0.1113, 0.3010, 0.0134], [-0.6075, -0.1439, -0.0058], [-0.3376, -0.1158, -0.0234], [0.1041, 0.1056, -0.0110], [-0.4067, -0.0297, -0.3285], [0.0681, 0.0268, -0.1759], [-0.4090, -0.2405, 0.1510], [-0.2628, -0.1518, -0.0518], [0.1324, -0.2020, 0.1861], [0.0433, 0.3460, 0.5712], [-0.3392, -0.0616, -0.5881], [0.3927, -0.3572, -1.2957], [-1.5762, -0.2372, 1.0260], [0.0182, 0.7061, 0.3924], [0.1302, 0.0633, 0.2437], [-0.0759, 0.0362, -0.2021], [-0.0416, -0.0126, 0.1380], [0.8487, 0.7677, -0.4497], [0.0524, -0.6679, 0.2274], [0.2553, -0.1578, -0.3920], [0.1038, -0.2564, 1.2756], [0.1670, 0.1737, -2.4015], [-0.9737, -0.4852, 0.3743], [-0.0390, 0.1320, -0.0843], [0.0973, 0.1460, -0.1176], [0.0367, -0.1216, -0.0144], [0.1887, 0.0031, 0.5806], [-0.2598, 0.1279, 0.4216], [0.5659, 0.3455, -0.5013]], "e_homo_ha": -0.3166, "charge": 0, "lumo_energy_ev": 0.465, "smiles": "COC[C@H](C)N.COC[C@H](C)N.COC[C@H](C)N.COC[C@H](C)N.COC[C@H](C)N.COC[C@H](C)N.COC[C@H](C)N.COC[C@H](C)N.COC[C@H](C)N.CCO.CCO", "largest_force_ev_per_a": 2.9, "spin_multiplicity": 1, "gap_ev": 9.080}